C35H46BN9OReS3 as an isolated structure at a distorted geometry. Source: the Open Molecules 2025 dataset; level of theory: ωB97M-V/def2-TZVPD.

CARTESIAN COORDINATES (ANGSTROEM)
Re 0.78 0.30 0.51
C 2.46 4.31 1.09
C 2.21 2.88 0.74
N 1.11 2.28 1.08
N 0.26 2.82 1.99
C -0.22 1.82 2.71
O 0.13 0.57 2.48
C -1.14 2.12 3.81
C -1.54 3.43 4.06
C -2.44 3.69 5.08
C -2.94 2.65 5.85
C -2.55 1.34 5.60
C -1.65 1.07 4.58
C 3.24 1.94 0.27
C 4.52 2.32 -0.10
C 5.50 1.34 -0.22
C 5.19 0.02 0.04
C 3.87 -0.30 0.33
N 2.92 0.63 0.43
H 2.16 4.48 2.12
H 1.85 4.96 0.46
H 3.51 4.58 0.98
H -1.14 4.23 3.46
H -2.74 4.71 5.28
H -3.64 2.86 6.65
H -2.94 0.53 6.21
H -1.33 0.06 4.38
H 4.74 3.36 -0.28
H 6.51 1.62 -0.49
H 5.94 -0.76 0.01
H 3.57 -1.33 0.49
C -4.16 2.65 -0.05
C -3.20 2.84 -1.22
C -1.92 3.58 -0.81
C -3.89 3.65 -2.31
N -2.84 1.48 -1.79
C -3.16 1.07 -3.06
C -2.71 -0.20 -3.21
N -2.12 -0.57 -2.02
B -1.53 -2.00 -1.87
N -0.12 -2.08 -2.51
C 0.22 -3.20 -3.24
C 1.41 -2.97 -3.83
N 1.83 -1.71 -3.44
C 0.87 -1.18 -2.64
S 0.88 0.42 -1.94
C 3.03 -1.02 -4.04
C 3.81 -2.03 -4.88
C 2.53 0.11 -4.94
C 3.96 -0.51 -2.94
N -1.60 -2.57 -0.42
C -2.77 -3.16 0.00
C -2.56 -3.67 1.23
N -1.25 -3.40 1.57
C -0.69 -2.71 0.55
S 0.95 -2.12 0.46
C -0.60 -3.89 2.85
C -0.08 -2.72 3.68
C -1.65 -4.63 3.68
C 0.51 -4.87 2.47
C -2.21 0.46 -1.17
S -1.63 0.43 0.47
H -4.44 3.63 0.34
H -3.71 2.09 0.76
H -5.07 2.14 -0.38
H -2.17 4.62 -0.61
H -1.18 3.54 -1.61
H -1.48 3.16 0.10
H -4.14 4.63 -1.90
H -4.82 3.19 -2.64
H -3.24 3.81 -3.18
H -3.67 1.69 -3.77
H -2.78 -0.86 -4.05
H -2.23 -2.72 -2.53
H -0.43 -4.06 -3.30
H 1.98 -3.61 -4.48
H 3.26 -2.37 -5.76
H 4.12 -2.90 -4.29
H 4.72 -1.54 -5.24
H 1.91 -0.28 -5.74
H 3.38 0.63 -5.39
H 1.96 0.84 -4.37
H 4.18 -1.31 -2.24
H 3.54 0.34 -2.41
H 4.90 -0.19 -3.40
H -3.66 -3.18 -0.62
H -3.23 -4.22 1.86
H -0.88 -2.00 3.86
H 0.75 -2.21 3.21
H 0.26 -3.10 4.64
H -2.49 -3.98 3.94
H -1.18 -4.95 4.60
H -2.02 -5.52 3.17
H 1.30 -4.38 1.89
H 0.11 -5.70 1.89
H 0.96 -5.27 3.38

Summary:
* HOMO (spin up / spin down): -13.24 / -13.25 eV
* HOMO-LUMO gap (spin up / spin down): 7.32 / 6.27 eV
* E_tot: -3226.80139 Eh
* charge: +2
* ⟨S²⟩: 3.792
* E_LUMO (spin up / spin down): -5.9 / -7.0 eV
* multiplicity: 4

Mulliken population analysis, charges in e, atoms 1 to 5: atom 1 (Re): 0.902, atom 2 (C): -1.518, atom 3 (C): 0.477, atom 4 (N): 0.842, atom 5 (N): -0.892